Computed, not measured: an isolated molecule of C4H5NO at a distorted geometry, with the ωB97M-V functional and the def2-TZVPD basis.

Summary:
electronic energy	-7763.6558	eV
charge	0
highest occupied orbital energy	-9.4	eV
gap between HOMO and LUMO	0.370	Ha

The geometry in XYZ format:
```
11
C4H5NO | the OMol25 dataset | the ωB97M-V functional and the def2-TZVPD basis
C -1.64349 -1.21372 0.34574
C -0.69429 -0.15643 -0.08401
N 0.60519 -0.31336 0.45109
C 1.28505 0.60143 -0.01813
C 2.07094 1.42781 -0.61034
O -0.99418 0.80896 -0.75613
H -2.63991 -0.94955 -0.00202
H -1.61791 -1.29596 1.43527
H -1.32049 -2.17140 -0.06863
H 2.84943 0.75068 -0.11106
H 2.08523 2.50193 -0.48136
```